{
  "formula": "CH4N2S",
  "method": "wB97M-V/def2-TZVPD",
  "e_tot_ev": -14913.4958,
  "e_homo_ev": -9.675,
  "relative_energy_ev": 4.109,
  "gap_ev": 9.324,
  "lumo_energy_ev": -0.35,
  "max_force_ev_per_a": 5.6,
  "multiplicity": 1,
  "symbols": ["C", "H", "H", "H", "H", "N", "N", "S"],
  "coordinates": [[0.58299, -0.73829, 0.24677], [-0.64536, 1.66598, -0.83910], [-0.92634, 0.31853, 1.62226], [0.64048, -1.24746, 1.11062], [1.13013, 0.19898, -1.06854], [-0.76218, -0.25327, 0.28474], [1.56998, -0.43974, -0.49069], [-1.58970, 0.49528, -0.86606]],
  "forces_ev_per_a": [[-0.4, 2.2, -0.7], [-2.0, -1.4, -0.8], [0.6, -2.3, -4.7], [1.0, -2.5, 2.8], [-0.3, 2.0, -2.7], [0.0, 0.2, 5.6], [-0.7, -1.6, 1.5], [1.8, 3.3, -0.9]]
}



{
  "formula": "C5H10O2",
  "method": "wB97M-V/def2-TZVPD",
  "e_tot_ev": -9441.2366,
  "e_homo_ev": -9.870,
  "relative_energy_ev": 1.806,
  "gap_ev": 10.703,
  "lumo_energy_ev": 0.83,
  "max_force_ev_per_a": 1.5,
  "multiplicity": 1,
  "symbols": ["C", "C", "O", "C", "C", "C", "O", "H", "H", "H", "H", "H", "H", "H", "H", "H", "H"],
  "coordinates": [[1.00140, -0.51022, -1.41346], [0.74146, 0.74199, -0.56998], [-0.42593, 1.42187, -1.01253], [0.63933, 0.47338, 0.93529], [-0.67067, -0.13691, 1.46452], [-1.63797, -0.64542, 0.43760], [-1.60423, -1.79376, 0.03479], [1.95574, -0.94352, -1.12361], [0.28403, -1.35072, -1.24416], [1.06826, -0.28179, -2.48627], [1.54087, 1.48953, -0.70220], [-0.95045, 0.73668, -1.44442], [1.47717, -0.10251, 1.35241], [0.73880, 1.45885, 1.38077], [-1.14097, 0.53783, 2.19763], [-0.49816, -1.04974, 2.03061], [-2.51867, -0.04555, 0.16300]],
  "forces_ev_per_a": [[0.1, -0.6, 0.1], [0.4, -0.3, 0.0], [-0.4, -0.4, -0.1], [0.3, 0.4, 0.5], [-0.2, -0.3, 0.4], [-1.0, -1.0, 0.3], [0.2, 0.8, 0.0], [0.3, 0.1, 0.0], [0.3, 1.0, -0.2], [-0.2, 0.0, 0.3], [0.0, -0.5, -0.1], [-0.2, 0.4, -0.2], [0.0, 0.1, -0.6], [0.0, 0.1, 0.2], [-0.1, 0.0, -0.6], [0.5, -0.1, 0.1], [0.1, 0.4, -0.1]]
}



{
  "formula": "CH12NO5",
  "method": "wB97M-V/def2-TZVPD",
  "e_tot_ev": -12960.4551,
  "e_homo_ev": -5.071,
  "relative_energy_ev": 0.509,
  "gap_ev": 8.936,
  "lumo_energy_ev": 3.87,
  "max_force_ev_per_a": 2.5,
  "multiplicity": 1,
  "total_charge": -1,
  "symbols": ["N", "C", "O", "H", "H", "H", "H", "H", "H", "O", "H", "H", "O", "H", "H", "O", "H", "H", "O"],
  "coordinates": [[1.85440, 0.69841, 0.64752], [2.31176, -0.63647, 0.96286], [1.23608, -1.57442, 0.99224], [1.30464, 1.03615, 1.43652], [1.12014, 0.60075, -0.04801], [2.81645, -1.04152, 0.08844], [2.90535, -0.70244, 1.87592], [0.34513, -1.17071, 1.31150], [-1.33742, -1.46497, 2.00723], [-0.96106, -0.58845, 1.87370], [-1.22156, -0.13929, 0.55092], [-1.81469, -0.09517, -0.87335], [-1.14044, 0.39594, -0.39052], [-0.73960, -1.44222, -1.71638], [0.28069, -0.49437, -2.26181], [-0.31507, -1.19488, -2.54564], [-1.80703, 1.94162, -1.34132], [-2.32081, 3.30122, -0.98828], [-2.51696, 2.57082, -1.58155]],
  "forces_ev_per_a": [[0.0, 0.4, 0.6], [-1.9, -1.1, -1.2], [-0.1, -0.3, 0.4], [0.2, 0.0, 0.1], [0.1, -0.1, -0.3], [1.1, 0.4, 0.1], [0.1, 0.4, 0.0], [0.7, 0.2, 0.4], [-0.2, 0.1, 0.2], [-0.3, -0.3, -0.4], [0.7, 0.8, 0.5], [-0.1, 0.4, -0.4], [-0.6, -0.7, 0.1], [0.3, 0.0, 0.0], [-0.1, 0.0, 0.1], [0.0, -0.3, -0.4], [-0.3, -0.2, 0.2], [-0.2, 0.1, 0.0], [0.4, 0.2, -0.1]]
}



{
  "formula": "C4H12N3",
  "method": "wB97M-V/def2-TZVPD",
  "e_tot_ev": -8805.6179,
  "e_homo_ev": -13.809,
  "relative_energy_ev": 2.116,
  "gap_ev": 10.858,
  "lumo_energy_ev": -2.95,
  "max_force_ev_per_a": 2.8,
  "multiplicity": 1,
  "total_charge": 1,
  "symbols": ["C", "C", "C", "C", "N", "N", "N", "H", "H", "H", "H", "H", "H", "H", "H", "H", "H", "H", "H"],
  "coordinates": [[-1.97929, -0.01413, -0.08559], [-0.86903, -1.06793, -0.01657], [0.50544, -0.51118, 0.16049], [1.30082, -0.58276, 1.26866], [2.58526, 0.07192, 1.20018], [0.93220, 0.44830, -0.91192], [-1.46777, 1.11539, -0.88914], [-2.27415, 0.25734, 0.85855], [-2.81751, -0.38213, -0.59871], [-1.09987, -1.60030, 0.97029], [-0.92942, -1.68408, -0.93025], [0.89602, -1.08907, 2.18745], [2.57675, 0.94441, 1.73011], [3.38532, -0.53387, 1.33164], [1.12597, -0.05058, -1.80508], [1.85984, 0.89540, -0.67638], [-1.73963, 0.75813, -1.82652], [-2.11101, 1.91609, -0.79398], [0.12004, 1.10907, -1.17322]],
  "forces_ev_per_a": [[2.1, 0.0, -1.6], [-0.6, -0.6, 1.6], [0.8, 1.2, 1.4], [-0.8, 0.1, -1.4], [-1.2, 0.2, -0.1], [2.0, -1.0, -1.3], [-2.3, 0.7, -1.5], [-0.5, 1.0, 2.3], [-1.3, -1.0, -0.3], [0.5, -0.2, -1.8], [0.1, -0.2, 0.6], [0.7, 0.3, -1.0], [0.6, -0.6, 0.1], [-0.1, 0.3, 0.4], [-0.1, 0.0, 0.7], [-1.1, -0.5, 0.3], [0.5, 0.8, 0.2], [0.5, -0.3, 0.1], [0.1, -0.3, 1.3]]
}



{
  "formula": "C39H37N6O2PdS2",
  "method": "wB97M-V/def2-TZVPD",
  "e_tot_ev": -79229.7722,
  "e_homo_ev": -2.700,
  "relative_energy_ev": 0.000,
  "gap_ev": 4.547,
  "lumo_energy_ev": 1.85,
  "max_force_ev_per_a": 0.7,
  "multiplicity": 1,
  "total_charge": -1,
  "symbols": ["Pd", "C", "C", "C", "C", "C", "C", "C", "S", "O", "O", "N", "C", "C", "C", "C", "C", "C", "C", "C", "N", "C", "H", "H", "H", "H", "H", "H", "H", "H", "H", "H", "H", "H", "H", "C", "C", "C", "C", "C", "C", "C", "C", "C", "C", "H", "H", "H", "H", "H", "H", "H", "H", "H", "H", "H", "H", "N", "C", "C", "N", "C", "H", "H", "H", "H", "S", "C", "C", "C", "N", "C", "C", "C", "C", "C", "N", "C", "C", "H", "H", "H", "H", "H", "H", "H", "H"],
  "coordinates": [[0.31036, 0.50304, -0.49283], [6.47384, 1.36301, 3.98435], [5.59825, 0.73680, 2.93130], [4.34956, 1.27565, 2.62887], [3.55108, 0.72235, 1.63916], [4.00104, -0.38447, 0.93263], [5.23350, -0.94199, 1.22821], [6.02677, -0.37889, 2.21923], [2.92543, -1.17974, -0.31203], [0.51368, -2.78869, 2.40342], [3.87722, -2.00079, -1.11090], [2.35026, 0.14785, -1.08936], [3.10740, 0.79660, -2.02491], [4.48658, 0.64086, -2.17854], [5.21228, 1.32528, -3.16295], [4.62036, 2.19613, -4.03718], [3.22909, 2.41077, -3.92715], [2.53317, 3.29127, -4.78509], [1.18729, 3.47303, -4.64628], [0.52742, 2.76302, -3.62395], [1.14071, 1.94408, -2.81498], [2.46831, 1.73509, -2.93305], [5.87714, 1.85432, 4.75423], [7.13514, 2.11813, 3.55113], [7.10399, 0.61696, 4.47093], [3.99732, 2.14385, 3.17646], [2.58194, 1.14542, 1.39692], [5.56272, -1.80459, 0.66093], [6.99572, -0.81357, 2.44424], [5.01648, -0.04588, -1.53931], [6.28040, 1.14455, -3.22095], [5.18485, 2.71926, -4.80024], [3.09318, 3.81547, -5.55275], [0.63696, 4.14243, -5.29633], [-0.54336, 2.88219, -3.46761], [-1.97810, -2.40707, -0.09183], [-0.90029, -3.31151, 0.51476], [-1.53544, -4.38743, 1.38849], [0.01271, -2.41986, 1.36841], [-0.00320, -3.88062, -0.58529], [0.41609, -5.20758, -0.57777], [1.26540, -5.68849, -1.56733], [1.72636, -4.84463, -2.56415], [1.33253, -3.51399, -2.56761], [0.46964, -3.03846, -1.59448], [-2.68817, -2.09902, 0.68257], [-2.52269, -2.93303, -0.87965], [-1.51961, -1.50495, -0.50859], [-2.24452, -3.92777, 2.08050], [-0.78872, -4.90910, 1.98569], [-2.07603, -5.11220, 0.77589], [0.15792, -1.38603, 0.96444], [0.08801, -5.88060, 0.20259], [1.58083, -6.72504, -1.54241], [2.41094, -5.21248, -3.31828], [1.72541, -2.82852, -3.30701], [0.20905, -1.98264, -1.59118], [-3.61114, 2.04082, -0.55231], [-2.89608, 3.19415, -0.33401], [-1.60459, 2.79404, -0.16051], [-1.51808, 1.42375, -0.27108], [-2.73571, 1.00136, -0.50736], [-4.59586, 1.96939, -0.72747], [-3.35515, 4.16669, -0.33367], [-0.72659, 3.38769, 0.02112], [-3.03125, -0.02441, -0.64186], [-4.68262, -0.00199, 6.13383], [-3.41339, 0.22831, 4.89354], [-3.47029, 1.30502, 4.02146], [-2.47271, 1.42374, 3.06259], [-1.46742, 0.56353, 2.94327], [-1.40890, -0.45293, 3.79872], [-2.35897, -0.66439, 4.79149], [-5.78741, -1.03309, 5.18460], [-5.60950, -2.40743, 5.12272], [-6.49813, -3.15855, 4.36730], [-7.52629, -2.64006, 3.70016], [-7.68847, -1.32171, 3.77226], [-6.85553, -0.47927, 4.49358], [-4.27455, 2.02611, 4.08550], [-2.48317, 2.23992, 2.34623], [-0.56879, -1.12854, 3.68103], [-2.27526, -1.50546, 5.46669], [-4.79251, -2.88434, 5.64664], [-6.37368, -4.23358, 4.29791], [-8.52948, -0.91114, 3.22368], [-7.03385, 0.58718, 4.51681]],
  "forces_ev_per_a": [[0.4, 0.4, -0.4], [0.0, 0.0, 0.0], [0.0, 0.0, 0.0], [0.0, 0.0, 0.0], [0.0, 0.0, 0.0], [0.0, 0.0, 0.0], [0.0, 0.0, 0.0], [0.0, 0.0, 0.0], [0.1, 0.2, 0.2], [-0.1, 0.0, 0.0], [0.1, -0.1, 0.0], [-0.2, -0.5, -0.2], [0.1, 0.1, 0.2], [0.0, 0.0, 0.0], [0.0, 0.0, 0.0], [0.0, 0.0, 0.0], [0.0, -0.1, 0.1], [0.0, 0.0, 0.0], [0.0, 0.0, 0.0], [0.1, 0.0, 0.0], [-0.2, -0.1, 0.0], [0.1, 0.0, 0.0], [0.0, 0.0, 0.0], [0.0, 0.0, 0.0], [0.0, 0.0, 0.0], [0.0, 0.0, 0.0], [0.0, 0.0, 0.0], [0.0, 0.0, 0.0], [0.0, 0.0, 0.0], [0.0, 0.0, 0.0], [0.0, 0.0, 0.0], [0.0, 0.0, 0.0], [0.0, 0.0, 0.0], [0.0, 0.0, 0.0], [0.0, 0.0, 0.0], [0.0, 0.0, 0.0], [0.0, 0.0, 0.0], [0.0, 0.0, 0.0], [-0.1, 0.0, 0.0], [0.0, 0.0, 0.0], [0.0, 0.0, 0.0], [0.0, 0.0, 0.0], [0.0, 0.0, 0.0], [0.0, 0.0, 0.0], [0.0, 0.0, 0.1], [0.0, 0.0, 0.0], [0.0, 0.0, 0.0], [0.0, 0.0, 0.0], [0.0, 0.0, 0.0], [0.0, 0.0, 0.0], [0.0, 0.0, 0.0], [0.1, -0.1, 0.0], [0.0, 0.0, 0.0], [0.0, 0.0, 0.0], [0.0, 0.0, 0.0], [0.0, 0.0, 0.0], [0.0, 0.0, 0.0], [0.0, 0.0, 0.0], [0.0, 0.0, 0.0], [0.0, 0.0, 0.0], [-0.3, -0.1, 0.1], [0.0, 0.1, 0.1], [0.0, 0.0, 0.0], [0.0, 0.0, 0.0], [0.0, 0.0, 0.0], [0.0, 0.0, 0.0], [0.0, 0.0, 0.0], [0.0, 0.0, 0.0], [0.0, 0.0, 0.0], [0.0, -0.1, 0.0], [0.1, 0.0, 0.1], [0.0, 0.0, 0.0], [0.0, 0.0, 0.0], [0.0, 0.0, 0.0], [0.0, 0.0, 0.0], [0.0, 0.0, 0.0], [0.0, 0.0, 0.0], [0.0, 0.0, 0.0], [0.0, 0.0, 0.0], [0.0, 0.0, 0.0], [0.0, 0.0, 0.0], [0.0, 0.0, 0.0], [0.0, 0.0, 0.0], [0.0, 0.0, 0.0], [0.0, 0.0, 0.0], [0.0, 0.0, 0.0], [0.0, 0.0, 0.0]]
}



{
  "formula": "C13H18N4O2",
  "method": "wB97M-V/def2-TZVPD",
  "e_tot_ev": -23813.1032,
  "e_homo_ev": -9.001,
  "relative_energy_ev": 16.911,
  "gap_ev": 8.798,
  "lumo_energy_ev": -0.20,
  "max_force_ev_per_a": 19.7,
  "multiplicity": 1,
  "symbols": ["N", "C", "O", "C", "C", "C", "N", "C", "C", "O", "N", "C", "N", "C", "C", "C", "C", "H", "H", "H", "H", "H", "H", "H", "C", "C", "H", "H", "H", "H", "H", "H", "H", "H", "H", "H", "H"],
  "coordinates": [[1.29805, -5.44967, 0.82980], [1.04409, -4.79032, -0.38234], [1.03896, -5.45146, -1.49830], [0.75784, -3.39288, -0.33060], [2.08634, -2.53426, 0.28054], [1.50781, -1.19042, 0.22278], [0.26377, -1.05032, 1.15500], [0.24136, 0.44556, 1.28707], [-0.18234, 1.32497, 0.12714], [-0.37493, 1.03960, -0.94374], [-0.55165, 2.55448, 0.39896], [-0.79686, 3.66314, -0.25303], [-0.91500, 4.90650, 0.75880], [-1.46314, 5.96945, -0.07263], [-1.52881, 6.08623, -1.35384], [-1.60925, 4.82962, -2.06754], [-1.16330, 3.77634, -1.35827], [-1.06400, 2.78005, -2.01904], [-1.67051, 5.05977, -3.31052], [-2.06592, 6.94540, -1.81381], [-1.40801, 6.79636, 0.65826], [-0.54514, 2.68860, 1.51103], [0.95499, 0.82802, 1.68453], [-0.84058, 0.35952, 2.05445], [-0.56640, -1.62633, 0.29146], [-0.49280, -3.07817, 0.49155], [-0.26111, -3.43182, 1.73308], [-1.34869, -3.68295, -0.01124], [-1.12287, -1.45243, -0.46465], [-1.69357, -1.42370, 1.20247], [1.35045, -0.80328, -1.02356], [2.49357, -0.53392, 0.51593], [2.16055, -2.87191, 1.11265], [2.83086, -2.76940, -0.38991], [0.52270, -3.19843, -1.31835], [1.33235, -4.92801, 1.46852], [1.78117, -6.39394, 0.82735]],
  "forces_ev_per_a": [[-0.1, -9.8, -13.4], [0.8, -6.1, -2.9], [0.2, 2.4, 4.0], [1.7, 0.1, 2.7], [-6.5, 1.3, -10.6], [4.4, 3.7, -1.6], [8.2, 5.0, -2.6], [-13.6, -6.0, -2.1], [0.0, 0.7, 5.4], [-0.3, -5.3, -10.3], [1.4, 0.9, 10.2], [2.6, 4.9, 17.7], [-1.7, -1.6, -6.9], [4.4, -1.5, 10.4], [-3.8, -1.5, -6.6], [1.3, 6.3, -3.0], [-3.9, -4.1, -18.9], [-0.4, 2.1, 1.5], [-0.2, -1.7, 3.7], [1.1, -0.3, 0.4], [-0.9, 0.2, -0.9], [0.0, 0.4, -3.2], [8.8, 3.9, 5.5], [2.9, 1.4, -1.8], [-7.4, -3.3, 9.5], [1.0, -3.4, 1.5], [-1.1, 1.2, -3.8], [1.2, 1.1, 1.3], [-2.2, 2.8, -6.1], [1.5, -0.3, -2.3], [-0.1, -1.2, 3.9], [-2.7, -0.6, -0.1], [1.6, -3.8, 10.3], [2.0, 0.0, -1.2], [0.0, 1.2, -2.1], [0.9, 8.9, 12.4], [-1.1, 2.1, 0.0]]
}



What did the first record say?
{
  "formula": "CH4N2S",
  "method": "wB97M-V/def2-TZVPD",
  "e_tot_ev": -14913.4958,
  "e_homo_ev": -9.675,
  "relative_energy_ev": 4.109,
  "gap_ev": 9.324,
  "lumo_energy_ev": -0.35,
  "max_force_ev_per_a": 5.6,
  "multiplicity": 1,
  "symbols": ["C", "H", "H", "H", "H", "N", "N", "S"],
  "coordinates": [[0.58299, -0.73829, 0.24677], [-0.64536, 1.66598, -0.83910], [-0.92634, 0.31853, 1.62226], [0.64048, -1.24746, 1.11062], [1.13013, 0.19898, -1.06854], [-0.76218, -0.25327, 0.28474], [1.56998, -0.43974, -0.49069], [-1.58970, 0.49528, -0.86606]],
  "forces_ev_per_a": [[-0.4, 2.2, -0.7], [-2.0, -1.4, -0.8], [0.6, -2.3, -4.7], [1.0, -2.5, 2.8], [-0.3, 2.0, -2.7], [0.0, 0.2, 5.6], [-0.7, -1.6, 1.5], [1.8, 3.3, -0.9]]
}



Which formula does entry 2 have? C5H10O2



Please write out number 4 again, unchanged.
{
  "formula": "C4H12N3",
  "method": "wB97M-V/def2-TZVPD",
  "e_tot_ev": -8805.6179,
  "e_homo_ev": -13.809,
  "relative_energy_ev": 2.116,
  "gap_ev": 10.858,
  "lumo_energy_ev": -2.95,
  "max_force_ev_per_a": 2.8,
  "multiplicity": 1,
  "total_charge": 1,
  "symbols": ["C", "C", "C", "C", "N", "N", "N", "H", "H", "H", "H", "H", "H", "H", "H", "H", "H", "H", "H"],
  "coordinates": [[-1.97929, -0.01413, -0.08559], [-0.86903, -1.06793, -0.01657], [0.50544, -0.51118, 0.16049], [1.30082, -0.58276, 1.26866], [2.58526, 0.07192, 1.20018], [0.93220, 0.44830, -0.91192], [-1.46777, 1.11539, -0.88914], [-2.27415, 0.25734, 0.85855], [-2.81751, -0.38213, -0.59871], [-1.09987, -1.60030, 0.97029], [-0.92942, -1.68408, -0.93025], [0.89602, -1.08907, 2.18745], [2.57675, 0.94441, 1.73011], [3.38532, -0.53387, 1.33164], [1.12597, -0.05058, -1.80508], [1.85984, 0.89540, -0.67638], [-1.73963, 0.75813, -1.82652], [-2.11101, 1.91609, -0.79398], [0.12004, 1.10907, -1.17322]],
  "forces_ev_per_a": [[2.1, 0.0, -1.6], [-0.6, -0.6, 1.6], [0.8, 1.2, 1.4], [-0.8, 0.1, -1.4], [-1.2, 0.2, -0.1], [2.0, -1.0, -1.3], [-2.3, 0.7, -1.5], [-0.5, 1.0, 2.3], [-1.3, -1.0, -0.3], [0.5, -0.2, -1.8], [0.1, -0.2, 0.6], [0.7, 0.3, -1.0], [0.6, -0.6, 0.1], [-0.1, 0.3, 0.4], [-0.1, 0.0, 0.7], [-1.1, -0.5, 0.3], [0.5, 0.8, 0.2], [0.5, -0.3, 0.1], [0.1, -0.3, 1.3]]
}